{
  "formula": "C19H31B2F5NO17P2",
  "method": "wB97M-V/def2-TZVPD",
  "gap_ev": 4.719,
  "e_tot_ev": -90020.703,
  "charge": -1,
  "multiplicity": 1,
  "elements": ["C", "C", "O", "B", "O", "B", "P", "N", "P", "C", "C", "H", "H", "H", "H", "H", "H", "H", "H", "H", "H", "H", "H", "H", "H", "H", "H", "C", "C", "O", "C", "O", "O", "F", "H", "H", "H", "C", "C", "O", "C", "O", "O", "F", "H", "H", "H", "C", "C", "O", "C", "O", "O", "F", "H", "H", "H", "C", "C", "O", "C", "O", "O", "F", "H", "H", "H", "C", "C", "O", "C", "O", "O", "F", "H", "H", "H"],
  "coordinates": [[-1.608, 2.056, -0.313], [-2.495, 1.838, -1.715], [-1.676, 0.985, -2.574], [-2.425, -0.067, -3.266], [-3.657, -0.747, -2.833], [-1.756, -0.618, -4.709], [-0.942, -2.323, -4.240], [-1.980, -3.511, -4.702], [-0.494, 0.708, -5.268], [-1.040, 1.619, -6.866], [1.279, 0.020, -5.453], [-2.200, 1.704, 0.645], [-1.169, 3.143, -0.232], [-0.664, 1.329, -0.379], [-3.519, 1.397, -1.369], [-2.693, 2.926, -2.123], [-3.482, -1.044, -1.885], [-2.603, -0.837, -5.513], [-0.852, -2.407, -2.788], [0.335, -2.542, -4.870], [-2.820, -3.089, -5.171], [-1.649, 2.603, -6.579], [-0.099, 1.922, -7.527], [-1.706, 0.922, -7.539], [1.784, -0.047, -4.372], [1.964, 0.786, -6.055], [1.353, -1.002, -6.032], [1.008, 4.127, 3.690], [0.215, 2.995, 4.250], [-0.062, 2.197, 3.122], [0.983, 2.409, 2.273], [1.244, 1.696, 1.318], [1.707, 3.514, 2.626], [-0.958, 3.434, 4.760], [0.378, 4.931, 3.295], [1.701, 4.551, 4.422], [0.749, 2.401, 4.999], [4.496, 0.387, 1.899], [5.199, -0.881, 1.553], [5.743, -1.302, 2.783], [4.895, -0.814, 3.732], [4.874, -1.194, 4.891], [4.066, 0.148, 3.224], [6.216, -0.650, 0.694], [5.160, 1.257, 1.885], [3.646, 0.584, 1.240], [4.544, -1.663, 1.154], [5.537, -4.803, 3.250], [4.074, -4.643, 3.016], [3.672, -5.914, 2.559], [4.538, -6.790, 3.142], [4.351, -7.994, 3.211], [5.638, -6.155, 3.648], [3.838, -3.743, 2.035], [6.131, -4.647, 2.342], [5.909, -4.134, 4.031], [3.503, -4.376, 3.912], [-6.474, 1.919, -3.588], [-5.910, 2.445, -4.864], [-5.860, 3.838, -4.654], [-5.695, 3.987, -3.309], [-5.336, 5.024, -2.775], [-5.971, 2.831, -2.632], [-6.745, 2.200, -5.898], [-7.568, 1.940, -3.569], [-6.138, 0.901, -3.373], [-4.907, 2.072, -5.099], [-0.987, -0.231, 4.678], [0.176, -0.854, 5.372], [-0.334, -1.176, 6.646], [-1.663, -1.402, 6.449], [-2.387, -1.967, 7.251], [-2.084, -0.924, 5.238], [1.179, 0.039, 5.528], [-1.085, 0.838, 4.893], [-0.948, -0.369, 3.595], [0.556, -1.760, 4.887]],
  "forces_ev_per_angstrom": [[0.75, -0.92, -0.34], [0.76, 0.93, 2.61], [-4.01, -0.50, 0.53], [0.24, 0.10, -0.02], [2.24, 0.95, 2.03], [0.62, 0.20, 0.28], [-3.19, -1.23, -1.28], [0.20, 0.72, -0.05], [1.51, 2.17, 0.15], [-0.09, -0.10, -1.52], [1.53, -0.17, -0.94], [1.07, 1.08, -1.84], [-1.10, -2.07, 0.05], [-2.12, 1.63, 0.03], [1.79, 0.53, -1.05], [0.48, -2.32, 0.20], [-0.70, 0.66, -1.56], [-0.21, -0.36, -0.43], [0.98, 0.08, -0.71], [-0.16, 0.11, 1.05], [1.37, -0.35, 0.75], [1.38, -2.21, -0.63], [-1.93, -0.47, 1.45], [1.07, 1.43, 1.11], [-1.28, -0.09, -2.35], [-1.52, -1.46, 1.24], [0.11, 1.79, 1.24], [0.51, 1.13, 0.34], [-0.54, 0.06, 0.44], [0.88, 0.15, -0.22], [0.89, -1.63, -2.85], [-0.49, 1.70, 2.45], [-0.41, -0.98, -0.33], [-0.26, -0.07, 0.27], [-0.15, -0.21, 0.14], [0.03, -0.14, -0.23], [-0.19, 0.05, 0.01], [-0.66, 0.98, -0.81], [0.42, -0.12, -0.82], [-0.77, 0.08, 0.58], [-0.29, -0.45, 2.79], [0.07, 0.77, -2.57], [0.58, -0.97, 0.76], [0.17, -0.15, -0.19], [0.12, -0.24, -0.09], [0.00, -0.02, 0.28], [0.23, 0.08, -0.05], [1.07, 0.76, 0.40], [-0.37, 0.29, -0.32], [0.47, -0.20, 0.68], [-0.15, -3.40, 0.19], [0.51, 2.96, -0.20], [-0.87, -0.63, -0.25], [-0.28, 0.34, -0.17], [-0.28, 0.08, -0.03], [-0.04, -0.23, -0.04], [-0.03, 0.12, -0.19], [-0.35, -1.26, 0.49], [-0.05, -0.25, -0.75], [0.33, -0.07, 0.88], [0.78, 2.43, 1.61], [-0.91, -2.35, -1.19], [0.35, 1.11, -0.39], [-0.07, -0.05, -0.35], [0.09, 0.10, -0.26], [0.12, 0.23, 0.11], [-0.14, -0.01, -0.13], [-0.32, 0.50, -1.16], [0.59, 0.15, 0.14], [-0.58, -0.30, -0.45], [-2.37, -1.35, 1.97], [1.77, 1.43, -1.92], [0.25, -0.56, 1.03], [0.42, 0.11, 0.01], [0.14, -0.25, 0.11], [-0.17, -0.01, 0.21], [0.15, 0.16, 0.08]],
  "lowdin_charge": [-0.10, -0.23, -0.11, -0.62, 0.01, -0.82, 0.66, -0.42, 0.80, -0.38, -0.42, 0.07, 0.07, 0.08, 0.11, 0.13, 0.11, 0.02, -0.02, -0.04, -0.07, 0.03, 0.03, 0.03, 0.05, 0.03, 0.01, -0.07, -0.34, 0.11, -0.49, 0.14, 0.08, 0.08, 0.15, 0.15, 0.16, -0.07, -0.33, 0.13, -0.51, 0.13, 0.07, 0.08, 0.15, 0.14, 0.17, -0.08, -0.33, 0.15, -0.50, 0.15, 0.08, 0.08, 0.15, 0.14, 0.18, -0.07, -0.32, 0.14, -0.51, 0.13, 0.06, 0.08, 0.15, 0.14, 0.18, -0.07, -0.32, 0.14, -0.50, 0.14, 0.09, 0.08, 0.13, 0.15, 0.18]
}


{
  "formula": "C46H69BaBrClGeN6O3P3",
  "method": "wB97M-V/def2-TZVPD",
  "gap_ev": [7.807, 5.550],
  "e_tot_ev": -231545.701,
  "s_squared": 0.797,
  "charge": 1,
  "multiplicity": 2,
  "de_lowest_kcal_mol": 17.4,
  "elements": ["Ba", "C", "C", "C", "P", "C", "N", "Ge", "N", "C", "P", "C", "C", "C", "C", "C", "C", "C", "C", "C", "C", "C", "C", "N", "C", "C", "C", "C", "C", "C", "C", "C", "C", "C", "C", "C", "N", "C", "P", "C", "C", "C", "C", "C", "C", "C", "C", "C", "H", "H", "H", "H", "H", "H", "H", "H", "H", "H", "H", "H", "H", "H", "H", "H", "H", "H", "H", "H", "H", "H", "H", "H", "H", "H", "H", "H", "H", "H", "H", "H", "H", "H", "H", "H", "H", "H", "H", "H", "H", "H", "H", "H", "H", "H", "H", "H", "H", "H", "H", "H", "H", "H", "H", "H", "H", "H", "H", "H", "O", "C", "C", "C", "N", "C", "Br", "C", "H", "H", "H", "H", "Cl", "C", "C", "O", "O", "H", "H", "N", "H", "H", "H"],
  "coordinates": [[-1.841, 1.338, -0.641], [-1.311, -2.187, 3.808], [-2.013, -1.389, 2.711], [-3.539, -1.439, 2.867], [-1.492, 0.375, 2.471], [0.309, 0.335, 2.907], [1.075, -0.494, 1.997], [1.040, -0.498, 0.076], [2.920, -0.510, -0.408], [3.589, 0.684, -0.903], [2.777, 2.222, -0.286], [3.226, 3.407, -1.650], [4.726, 3.580, -1.885], [2.537, 3.013, -2.957], [3.931, 2.721, 1.081], [3.801, 1.741, 2.244], [3.661, 4.152, 1.546], [3.301, -1.696, -1.009], [4.311, -1.851, -1.960], [4.568, -3.105, -2.511], [3.838, -4.219, -2.137], [2.842, -4.085, -1.173], [2.594, -2.844, -0.630], [1.631, -2.585, 0.448], [2.381, -2.440, 1.723], [3.359, -3.339, 2.102], [3.996, -3.185, 3.326], [3.644, -2.124, 4.145], [2.679, -1.204, 3.751], [2.034, -1.347, 2.522], [0.548, -3.553, 0.527], [0.378, -4.339, 1.640], [-0.612, -5.324, 1.680], [-1.430, -5.544, 0.575], [-1.286, -4.754, -0.541], [-0.331, -3.702, -0.604], [-0.191, -2.852, -1.618], [-1.038, -2.930, -2.782], [-2.251, -1.510, -2.710], [-2.628, -1.094, -4.493], [-1.955, -1.971, -5.546], [-2.325, 0.387, -4.735], [-3.875, -2.191, -2.138], [-4.321, -3.468, -2.841], [-3.948, -2.298, -0.613], [-2.247, 1.382, 3.827], [-1.971, 2.863, 3.546], [-1.870, 1.019, 5.262], [-1.685, -3.215, 3.803], [-1.505, -1.778, 4.798], [-0.230, -2.231, 3.667], [-1.758, -1.856, 1.751], [-3.837, -1.121, 3.869], [-3.898, -2.461, 2.725], [-4.056, -0.798, 2.145], [0.378, -0.085, 3.911], [0.676, 1.367, 2.983], [3.523, 0.737, -1.999], [4.651, 0.659, -0.637], [2.809, 4.362, -1.323], [5.176, 2.646, -2.236], [5.268, 3.904, -0.998], [4.893, 4.330, -2.664], [2.953, 2.094, -3.376], [2.670, 3.806, -3.699], [1.469, 2.845, -2.823], [4.948, 2.649, 0.692], [2.798, 1.800, 2.676], [4.517, 1.990, 3.033], [3.976, 0.709, 1.937], [2.607, 4.277, 1.818], [3.898, 4.893, 0.782], [4.260, 4.384, 2.430], [4.899, -1.002, -2.282], [5.355, -3.197, -3.250], [4.043, -5.188, -2.574], [2.269, -4.947, -0.849], [3.618, -4.159, 1.442], [4.763, -3.886, 3.628], [4.140, -1.990, 5.099], [2.457, -0.358, 4.389], [1.027, -4.219, 2.496], [-0.714, -5.933, 2.569], [-2.176, -6.328, 0.594], [-1.927, -4.920, -1.393], [-1.521, -3.889, -2.969], [-0.407, -2.715, -3.644], [-3.709, -1.230, -4.582], [-0.873, -1.813, -5.565], [-2.334, -1.713, -6.537], [-2.139, -3.034, -5.383], [-1.254, 0.592, -4.637], [-2.859, 1.031, -4.030], [-2.625, 0.686, -5.743], [-4.550, -1.377, -2.427], [-3.706, -4.323, -2.548], [-4.272, -3.381, -3.929], [-5.352, -3.709, -2.572], [-3.208, -2.987, -0.204], [-4.935, -2.662, -0.314], [-3.816, -1.320, -0.144], [-3.320, 1.224, 3.690], [-0.909, 3.101, 3.674], [-2.531, 3.489, 4.245], [-2.277, 3.147, 2.536], [-0.792, 1.093, 5.427], [-2.187, 0.013, 5.531], [-2.351, 1.711, 5.957], [-1.294, 8.270, -0.584], [-1.120, 6.946, -0.473], [-0.826, 6.308, 0.733], [-0.674, 4.938, 0.737], [-0.784, 4.174, -0.359], [-1.050, 4.827, -1.471], [-1.184, 3.773, -3.071], [-1.237, 6.180, -1.628], [-1.199, 8.706, 0.274], [-0.722, 6.867, 1.656], [-0.446, 4.419, 1.660], [-1.464, 6.631, -2.582], [-5.571, 2.769, 1.976], [-5.839, 2.755, 0.202], [-4.543, 2.263, -0.431], [-3.666, 3.113, -0.746], [-4.363, 1.014, -0.526], [-6.074, 3.767, -0.104], [-6.656, 2.071, -0.001], [1.441, -0.448, -3.471], [1.565, -0.571, -4.469], [0.452, -0.312, -3.290], [1.704, -1.316, -3.013]],
  "forces_ev_per_angstrom": [[0.78, 0.00, -0.38], [-0.01, -0.04, -0.02], [-0.11, 0.00, 0.07], [0.03, -0.02, 0.00], [0.18, -0.09, -0.08], [0.02, -0.01, 0.10], [0.15, -0.10, 0.04], [-0.16, 0.09, 0.15], [0.01, -0.08, -0.03], [-0.20, -0.04, -0.12], [0.01, 0.08, 0.09], [0.09, -0.11, 0.01], [0.03, -0.04, -0.07], [-0.02, -0.01, -0.03], [-0.10, 0.02, 0.03], [-0.06, -0.01, 0.03], [-0.06, -0.06, 0.00], [-0.04, 0.05, 0.10], [0.07, -0.14, -0.11], [0.02, 0.16, 0.02], [-0.04, -0.06, 0.02], [-0.03, 0.04, 0.06], [-0.09, -0.04, 0.02], [0.25, -0.24, 0.13], [0.00, -0.05, -0.13], [-0.04, 0.00, -0.09], [0.03, -0.06, -0.03], [-0.07, 0.10, 0.03], [0.11, -0.09, 0.12], [-0.20, 0.08, -0.13], [0.21, 0.19, -0.11], [-0.12, -0.17, 0.17], [0.02, 0.04, -0.04], [0.04, 0.03, 0.05], [-0.09, 0.01, -0.03], [0.00, -0.03, -0.02], [0.05, -0.01, -0.04], [0.08, 0.13, 0.22], [0.08, 0.39, 0.12], [-0.02, -0.08, -0.02], [0.03, 0.02, -0.03], [0.02, 0.02, -0.05], [0.03, -0.07, 0.03], [-0.01, -0.05, -0.01], [-0.02, 0.01, -0.01], [0.01, 0.05, -0.01], [0.04, 0.00, 0.01], [0.03, 0.04, 0.02], [0.02, 0.04, -0.01], [-0.01, 0.00, 0.02], [-0.04, 0.00, -0.02], [0.02, -0.01, -0.05], [0.01, 0.00, -0.04], [0.02, 0.04, 0.01], [0.03, -0.02, 0.02], [0.05, -0.01, 0.05], [0.00, 0.03, -0.08], [0.05, -0.08, 0.07], [0.03, 0.04, 0.05], [-0.05, 0.09, 0.04], [-0.02, 0.05, 0.04], [-0.02, 0.02, 0.01], [0.00, -0.03, 0.02], [-0.02, 0.10, 0.03], [-0.03, -0.03, 0.03], [0.01, 0.01, 0.02], [0.08, 0.04, -0.04], [0.03, -0.05, 0.00], [-0.01, -0.02, -0.05], [-0.02, -0.01, 0.00], [0.03, -0.01, 0.00], [0.00, 0.00, -0.05], [-0.01, -0.01, -0.04], [-0.02, 0.00, 0.01], [-0.03, -0.02, 0.02], [-0.01, 0.03, 0.01], [0.02, 0.04, -0.01], [0.00, 0.04, 0.04], [-0.03, 0.03, -0.01], [-0.01, -0.01, -0.03], [-0.01, -0.01, -0.03], [-0.02, 0.02, -0.04], [-0.01, 0.02, -0.03], [0.02, 0.01, 0.00], [-0.02, -0.04, 0.05], [-0.06, -0.05, 0.03], [0.05, 0.05, -0.06], [-0.03, -0.01, 0.00], [-0.03, 0.00, 0.01], [0.02, -0.01, 0.02], [-0.01, 0.03, -0.01], [-0.02, -0.01, 0.00], [-0.01, -0.02, 0.00], [0.01, -0.02, 0.04], [-0.05, 0.03, -0.02], [-0.03, 0.02, 0.00], [-0.01, 0.00, 0.04], [0.03, 0.01, -0.01], [0.03, -0.03, -0.03], [0.04, 0.02, -0.01], [0.01, -0.06, -0.04], [-0.04, 0.00, 0.01], [-0.04, -0.03, -0.01], [0.02, -0.02, -0.01], [-0.02, -0.01, 0.02], [-0.03, 0.00, 0.00], [-0.01, 0.00, 0.00], [0.01, -0.02, -0.03], [0.00, 0.14, 0.11], [0.00, -0.03, 0.05], [0.01, 0.00, 0.06], [0.05, -0.06, -0.03], [-0.06, 0.05, 0.03], [-0.07, -0.27, -0.54], [-0.07, -0.03, 0.15], [0.05, 0.13, 0.27], [-0.01, -0.08, -0.13], [-0.01, -0.01, -0.07], [0.00, 0.00, -0.03], [0.02, -0.02, 0.04], [-0.02, 0.00, -0.02], [0.18, -0.14, -0.03], [0.07, 0.15, 0.12], [-0.55, 0.03, 0.05], [-0.33, 0.10, -0.06], [0.02, 0.04, -0.01], [-0.02, -0.01, 0.02], [0.00, 0.03, 0.07], [0.00, 0.01, 0.00], [-0.02, -0.03, -0.03], [0.01, -0.01, -0.03]],
  "lowdin_charge": [1.41, -0.09, -0.54, -0.12, 0.94, -0.40, -0.23, 0.92, -0.21, -0.40, 1.03, -0.56, -0.11, -0.14, -0.58, -0.12, -0.12, -0.29, -0.02, -0.08, -0.08, -0.03, -0.21, -0.06, -0.19, -0.01, -0.07, -0.07, -0.03, -0.29, -0.15, -0.01, -0.04, -0.06, -0.01, -0.26, 0.04, -0.35, 1.01, -0.56, -0.11, -0.14, -0.56, -0.10, -0.12, -0.56, -0.14, -0.10, 0.08, 0.07, 0.06, 0.08, 0.08, 0.08, 0.06, 0.07, 0.07, 0.06, 0.10, 0.09, 0.08, 0.06, 0.08, 0.06, 0.08, 0.00, 0.10, 0.05, 0.09, 0.07, 0.07, 0.06, 0.08, 0.10, 0.11, 0.10, 0.12, 0.13, 0.11, 0.11, 0.11, 0.12, 0.12, 0.11, 0.09, 0.07, 0.06, 0.10, 0.07, 0.09, 0.07, 0.06, 0.05, 0.09, 0.10, 0.06, 0.07, 0.09, 0.06, 0.09, 0.03, 0.08, 0.07, 0.09, 0.04, 0.08, 0.06, 0.09, 0.10, -0.30, 0.02, -0.13, -0.04, -0.71, 0.78, -0.02, 0.13, 0.12, 0.10, 0.12, 0.59, -0.45, -0.82, -0.25, -0.26, 0.08, 0.08, 0.08, 0.03, -0.03, 0.00]
}